Entry 1:
The following is a quantum chemistry calculation of a structure of composition C15H34BBr4F2K2MgN3O9PTa, from OMol25.

```
! wB97M-V def2-TZVPD RIJCOSX def2/J DEFGRID3
* xyz -2 1
H 3.955 5.952 4.126
H 2.997 -4.226 0.246
C 3.023 -2.177 -3.734
O -8.248 -1.408 2.611
C -9.347 -1.090 2.205
Br 3.692 -5.444 -2.125
B -1.619 -1.493 0.503
H 1.050 -0.199 1.694
H -10.378 -2.493 3.252
O -1.647 -0.803 1.739
H 3.882 5.224 1.813
C 0.468 -2.197 -2.951
K 3.692 1.532 -2.995
Br -8.895 -3.315 8.085
C 3.357 1.876 0.628
H 5.261 4.803 4.359
H -1.703 0.145 1.565
C 2.199 -3.709 -0.316
K -10.019 -6.477 4.389
H 3.540 -2.541 -4.638
H 0.302 1.188 0.772
H -11.407 -1.491 2.281
H 5.533 6.521 4.704
Br -9.764 -4.093 5.024
H -2.533 -0.745 -2.585
Ta 0.764 -0.882 -1.140
C 5.036 5.818 4.032
H -2.142 0.811 -3.528
C 1.098 0.418 0.789
F 1.242 -0.992 -4.994
H 2.191 -4.206 -1.336
O 6.569 -0.417 -6.388
H 3.529 -1.217 -3.489
H -3.414 -2.185 0.340
C 2.525 -2.183 -0.342
Mg -4.548 -1.209 1.772
H 2.018 0.419 -3.169
H 3.168 -2.958 -2.986
H 4.008 2.721 0.778
N 2.045 0.484 -2.139
O -0.517 -2.129 -0.016
H 5.479 7.564 1.076
H 1.790 1.471 -1.938
H -11.151 -3.727 7.124
F 5.348 -3.687 -2.918
H 1.249 -3.939 0.198
H -1.066 1.543 -1.327
H -10.433 0.216 0.970
C -1.943 0.182 -2.642
H 6.554 5.843 2.510
C -0.996 0.515 -1.748
O -2.886 -1.539 -0.176
O 6.692 1.837 -5.359
H 4.086 7.619 2.143
C 5.481 6.025 2.592
N -9.536 -0.063 1.318
N -10.489 -1.733 2.601
H -8.717 0.428 1.007
O 7.608 1.428 -7.664
H 0.517 -3.249 -2.602
H 1.334 -2.979 -4.751
H 3.435 -1.935 -0.915
C -10.292 -3.189 6.738
O 8.782 0.533 -5.679
C 2.396 1.155 0.724
H 2.718 -1.858 0.701
C 1.509 -2.086 -4.120
H -0.534 -2.109 -3.418
P 7.411 0.848 -6.268
O 4.832 5.076 1.751
Br -10.860 -1.353 6.450
C 5.164 7.433 2.112
H 5.664 8.184 2.727
*
```

Values from the calculation:
* HOMO energy: -0.60 eV
* relative energy (zero: lowest compared OMol25 entry of this formula, charge and spin): 0.0 kcal per mole
* Kohn-Sham gap: 0.89 eV

Entry 2:
The following is a quantum chemistry calculation of a structure of composition C15H34BrMnN2O3, from OMol25.

```
! wB97M-V def2-TZVPD RIJCOSX def2/J DEFGRID3
* xyz 2 7
C 15.437 2.203 17.632
H 7.742 -8.357 15.341
H 9.969 -8.373 16.970
H 10.442 -1.849 16.843
H 13.169 -9.186 14.886
H 11.948 -0.631 13.806
C 11.523 -7.719 14.225
C 8.486 -5.689 15.463
N 10.632 -6.648 14.812
H 9.468 -9.660 15.300
H 15.777 -1.818 17.465
C 9.397 -6.888 15.542
H 13.153 -6.544 13.628
H 9.783 -0.243 16.704
C 15.591 -1.411 16.471
H 14.016 -2.417 16.092
H 8.668 -9.873 13.852
C 12.253 -1.262 14.641
C 10.316 -1.017 16.151
Mn 12.681 -2.236 20.101
H 17.059 0.078 17.094
H 14.814 2.663 18.399
H 11.116 -9.772 13.461
Br 12.231 -3.774 18.073
H 16.252 0.589 15.635
H 9.132 -7.142 17.759
O 11.684 -0.805 15.914
H 9.005 -4.831 15.891
C 10.555 -8.842 13.551
C 12.408 -7.196 13.172
H 10.669 -6.733 17.326
H 7.608 -5.949 16.055
N 14.217 -1.428 16.136
H 11.901 -2.276 14.456
H 13.809 0.048 14.650
O 15.153 0.825 17.333
C 8.541 -7.925 14.739
H 13.071 -7.667 15.832
H 11.861 -6.741 12.346
H 15.112 2.702 16.719
H 9.796 -1.319 15.242
H 16.226 -2.022 15.830
H 8.271 -5.509 14.410
C 13.766 -1.031 14.801
H 10.321 -8.479 12.550
C 16.090 0.100 16.596
C 9.313 -9.149 14.350
C 12.504 -8.422 15.287
H 8.261 -7.536 13.760
H 11.921 -8.813 16.120
H 13.045 -7.999 12.800
H 16.435 2.629 17.738
C 9.823 -7.294 16.929
H 11.749 -5.415 15.801
H 14.405 -1.548 14.086
O 11.251 -5.393 14.980
*
```

Values from the calculation:
* HOMO energy (spin up / spin down): -13.32 / -13.22 eV
* Kohn-Sham gap (spin up / spin down): 3.58 / 3.54 eV